C3H3O3 | ωB97M-V with the def2-TZVPD basis set

Multiplicity: 1
Net charge: +1
HOMO level, eV: -15.3271
M, g mol⁻¹: 87.1
HOMO-LUMO gap, eV: 10.3
Relative energy (zero: lowest compared OMol25 entry of this formula, charge and spin), eV: 0.067

Positions of all 9 atoms, in Å:
O 1.036 -1.286 1.156
O -0.699 0.805 -1.038
O -0.214 0.702 1.053
C 0.394 -0.477 0.392
C -0.808 1.342 0.115
C 0.044 -0.328 -0.914
H 0.243 -0.921 -1.786
H -1.350 2.263 0.297
H 1.353 -2.099 0.725

C3H3O3 | ωB97M-V with the def2-TZVPD basis set

Multiplicity: 1
Net charge: +1
HOMO level, eV: -16.2127
M, g mol⁻¹: 87.1
HOMO-LUMO gap, eV: 9.5
Relative energy (zero: lowest compared OMol25 entry of this formula, charge and spin), eV: 2.553

Positions of all 9 atoms, in Å:
O -2.324 -0.824 0.087
O 1.819 -1.285 -0.176
O 0.926 0.847 0.090
C 1.862 -0.155 0.154
C -1.253 -0.221 0.183
C -0.377 0.709 0.040
H 2.789 0.353 0.590
H -2.433 -0.995 -0.892
H -1.009 1.570 -0.075

C3H3O3P | ωB97M-V with the def2-TZVPD basis set

Multiplicity: 1
Net charge: -2
HOMO level (alpha / beta), eV: 1.2588 / 1.9673
M, g mol⁻¹: 118.0
HOMO-LUMO gap (alpha / beta), eV: 6.0 / 5.2
Relative energy (zero: lowest compared OMol25 entry of this formula, charge and spin), eV: 3.850

Positions of all 10 atoms, in Å:
P 1.122 -0.846 0.687
O 1.739 0.365 1.370
O -0.426 -1.103 1.331
O 1.957 -2.106 0.684
C -1.027 0.586 -0.432
C -0.727 1.076 -1.756
C -0.444 -0.816 -0.167
H 0.404 1.086 -1.842
H -0.484 1.164 0.324
H -2.113 0.595 -0.199

C3H3O3S | ωB97M-V with the def2-TZVPD basis set

Multiplicity: 1
Net charge: -1
HOMO level, eV: -3.0741
M, g mol⁻¹: 119.1
HOMO-LUMO gap, eV: 6.8
Relative energy (zero: lowest compared OMol25 entry of this formula, charge and spin), eV: 2.369

Positions of all 10 atoms, in Å:
S 0.080 -1.321 0.240
O -2.701 -1.111 -0.431
O -2.122 0.549 0.966
O 1.130 1.708 0.587
C -2.114 -0.370 0.278
C 1.635 0.697 -0.300
C 1.498 -0.606 -0.485
H 0.346 1.208 0.919
H 2.473 1.101 -0.867
H -0.225 -1.854 -0.908

C3H3O4 | ωB97M-V with the def2-TZVPD basis set

Multiplicity: 1
Net charge: -1
HOMO level, eV: -2.1695
M, g mol⁻¹: 103.1
HOMO-LUMO gap, eV: 6.2
Relative energy (zero: lowest compared OMol25 entry of this formula, charge and spin), eV: 2.964

Positions of all 10 atoms, in Å:
O 1.611 1.742 -0.832
O 0.889 -2.212 0.705
O -1.066 0.591 -0.192
O -1.455 -2.017 0.786
C -0.038 -0.188 0.221
C -0.111 -1.495 0.604
C 1.659 0.665 -0.275
H 2.455 0.024 -0.287
H -0.936 1.015 -1.018
H -1.869 -1.151 0.965

C3H3O4Sm | ωB97M-V with the def2-TZVPD basis set

Multiplicity: 8
Net charge: +2
HOMO level (alpha / beta), eV: -17.1311 / -17.2406
M, g mol⁻¹: 253.4
HOMO-LUMO gap (alpha / beta), eV: 7.5 / 7.8
Relative energy (zero: lowest compared OMol25 entry of this formula, charge and spin), eV: 1.304

Positions of all 11 atoms, in Å:
Sm 3.780 1.289 0.387
O 1.208 -4.687 2.514
O 1.089 -0.732 -1.201
O 3.392 -4.701 2.748
O 2.493 -3.158 1.460
C 1.723 -0.349 -0.005
C 2.357 -4.156 2.152
C 1.150 -1.575 0.013
H 0.455 -4.197 2.153
H 0.278 -2.149 0.328
H 3.131 -5.429 3.330

C3H3OP | ωB97M-V with the def2-TZVPD basis set

Multiplicity: 1
HOMO level (alpha / beta), eV: -6.6117 / -6.6111
M, g mol⁻¹: 86.0
HOMO-LUMO gap (alpha / beta), eV: 6.7 / 6.7
Relative energy (zero: lowest compared OMol25 entry of this formula, charge and spin), eV: 4.405

Positions of all 8 atoms, in Å:
P 1.521 -1.440 -0.469
O 1.693 -1.673 1.152
C -0.697 1.145 -1.130
C 0.124 0.094 -0.411
C -0.835 0.891 0.192
H 1.026 -1.571 1.837
H -1.248 1.320 -2.038
H -1.584 1.234 0.867

C3H3OPS | ωB97M-V with the def2-TZVPD basis set

Multiplicity: 1
HOMO level, eV: -8.8766
M, g mol⁻¹: 118.1
HOMO-LUMO gap, eV: 7.0
Relative energy (zero: lowest compared OMol25 entry of this formula, charge and spin), eV: 0.857

Positions of all 9 atoms, in Å:
S 4.152 1.067 -0.517
P 3.756 -0.362 0.738
O 2.043 -1.979 -0.671
C 0.911 0.034 0.346
C 2.214 -0.995 -0.031
C -0.206 -0.220 -0.284
H -0.952 0.436 -0.349
H 1.059 0.994 0.783
H -0.252 -1.184 -0.565